ORCA calculation (wB97M-V/def2-TZVPD) on the molecule C9H7FN2O4.

The charge is 0. Its SMILES is O=C1C=CCO[C@@H]1n1cc(F)c(=O)[nH]c1=O. The calculation puts the HOMO-LUMO gap at 8.58 eV. The calculation puts the HOMO energy at -0.3353 hartree. The value obtained for the energy is -857.4691 Ha.

Each atom is followed by the atoms it is bonded to, with distances in Å.
Cartesian coordinates (Å):
1 O 1.165 1.007 -4.163  C6 1.219
2 O -0.593 2.852 -0.629  C7 1.188
3 O 2.004 2.069 1.568  C8 1.224
4 F 2.002 -1.278 -2.694  C10 1.358
5 O -0.429 -0.541 1.520  C15 1.445, C16 1.464
6 C 1.001 0.973 -2.955  O1 1.219, C10 1.480, N13 1.376
7 C 0.055 1.942 -1.032  O2 1.188, N13 1.387, N14 1.402
8 C 1.213 1.232 1.982  O3 1.224, C9 1.441, C16 1.538
9 C 1.426 0.640 3.278  C8 1.441, C12 1.369, H17 1.093
10 C 1.376 -0.206 -2.143  F4 1.358, C6 1.480, C11 1.379
11 C 0.962 -0.249 -0.829  C10 1.379, N14 1.361, H18 1.097
12 C 0.591 -0.347 3.732  C9 1.369, C15 1.504, H19 1.082
13 N 0.468 2.086 -2.349  C6 1.376, C7 1.387, H20 0.987
14 N 0.267 0.781 -0.275  C7 1.402, C11 1.361, C16 1.458
15 C -0.603 -0.792 2.932  O5 1.445, C12 1.504, H21 1.102, H22 1.104
16 C -0.015 0.815 1.155  O5 1.464, C8 1.538, N14 1.458, H23 1.097
17 H 2.357 0.905 3.783  C9 1.093
18 H 1.181 -1.162 -0.261  C11 1.097
19 H 0.767 -0.781 4.708  C12 1.082
20 H 0.122 2.828 -2.901  N13 0.987
21 H -1.513 -0.263 3.259  C15 1.102
22 H -0.808 -1.862 3.114  C15 1.104
23 H -0.824 1.523 1.373  C16 1.097